1.
Entry from OMol25: 7 unconnected molecules or ions with the total composition C37H64FN5O30S7 (ωB97M-V with the def2-TZVPD basis set).

Element x y z (Å)
H (-2.33719, -5.67999, -4.32820)
N (-1.54162, -5.40372, -3.76198)
C (-1.26300, -4.18579, -4.00705)
N (-1.98905, -3.36716, -4.93786)
N (-0.17970, -3.61594, -3.27171)
C (0.10525, -2.20747, -3.59747)
C (1.09611, -1.51270, -2.63025)
C (1.02010, -1.95209, -1.11771)
C (0.38112, -0.78509, -0.32105)
C (0.16768, -0.96358, 1.23380)
C (1.17299, -2.02960, 1.76779)
C (1.46182, -2.00579, 3.29559)
C (2.13634, -3.35345, 3.66825)
N (2.77628, -4.16663, 2.67427)
O (2.09678, -3.74554, 4.81961)
C (-1.26390, -1.45619, 1.68116)
N (-1.75785, -2.70890, 1.15009)
C (-1.63481, -3.88738, 1.99376)
C (-2.01446, -2.95111, -0.19723)
C (-2.71831, -2.04214, -1.20499)
O (-1.72085, -4.05849, -0.62773)
C (-2.33355, -0.30266, 1.83064)
O (-2.39633, 0.55868, 0.71781)
C (-3.72487, -0.93106, 2.18973)
C (-4.73991, -0.99272, 1.04303)
F (-6.02585, -0.92594, 1.64714)
O (-2.08021, 0.52196, 2.99395)
S (-0.54587, 0.94173, 3.24944)
O (-0.00005, 0.43781, 4.47742)
O (-0.51602, 2.38386, 3.30577)
C (0.45178, 0.49519, 1.79823)
C (1.94770, 0.88165, 1.94254)
C (2.26607, 2.05533, 0.99616)
C (1.73365, 3.33416, 1.18366)
C (2.00353, 4.35869, 0.31046)
C (2.85396, 4.19104, -0.82389)
C (3.40147, 2.93046, -0.98975)
C (3.11546, 1.87816, -0.10809)
C (3.81051, 0.55129, -0.42616)
H (-2.38013, -2.56626, -4.44320)
H (-2.81480, -3.86006, -5.29644)
H (0.65844, -4.12403, -3.54338)
H (0.58077, -2.19107, -4.59990)
H (-0.78539, -1.57377, -3.69801)
H (0.97484, -0.41556, -2.65106)
H (2.12344, -1.68879, -2.99612)
H (2.07745, -2.05359, -0.81746)
H (0.56812, -2.94051, -0.96914)
H (-0.58471, -0.48727, -0.75553)
H (1.05104, 0.08049, -0.46794)
H (2.15419, -1.86168, 1.29385)
H (0.86106, -3.01741, 1.39695)
H (2.22922, -1.25031, 3.51510)
H (0.58356, -1.94606, 3.94312)
H (2.03489, -4.65236, 2.16503)
H (3.23751, -4.91493, 3.19173)
H (-1.10302, -1.69347, 2.75266)
H (-1.78051, -3.68969, 3.06461)
H (-2.43016, -4.59003, 1.69457)
H (-0.69153, -4.44795, 1.87508)
H (-3.80452, -2.21226, -1.24789)
H (-2.34707, -2.31893, -2.19945)
H (-2.55302, -0.96201, -1.08955)
H (-2.31628, 1.46196, 1.05970)
H (-3.60349, -1.91816, 2.65983)
H (-4.19739, -0.31455, 2.97457)
H (-4.70455, -0.16297, 0.33274)
H (-4.69343, -1.98846, 0.58901)
H (0.04515, 1.15217, 1.01184)
H (2.67153, 0.10333, 1.70347)
H (2.10034, 1.28605, 2.95853)
H (1.08491, 3.57068, 2.02917)
H (1.57597, 5.35805, 0.43014)
H (3.08165, 4.98450, -1.53549)
H (4.08134, 2.74225, -1.82572)
H (4.13275, 0.02965, 0.49111)
H (3.14195, -0.13314, -0.97120)
H (4.72544, 0.69786, -1.01741)
O (-5.86898, -6.32194, -6.67228)
S (-4.45503, -6.25725, -6.71644)
O (-3.71188, -5.37865, -5.87530)
O (-4.00666, -6.01858, -8.23646)
C (-3.13049, -7.07622, -8.65950)
C (-3.54677, -8.27198, -7.83688)
O (-3.86053, -7.73093, -6.54103)
H (-2.10336, -6.77947, -8.43696)
H (-3.23143, -7.25092, -9.72674)
H (-2.76501, -9.01751, -7.76312)
H (-4.45256, -8.73436, -8.23728)
O (-11.78993, -2.44442, -0.71944)
S (-11.33549, -2.90677, 0.54140)
O (-12.15467, -3.67201, 1.40790)
O (-10.74620, -1.64995, 1.35440)
C (-9.37906, -1.89482, 1.70191)
C (-8.85498, -2.81065, 0.61861)
O (-9.94661, -3.69257, 0.33295)
H (-9.35790, -2.38480, 2.67792)
H (-8.82728, -0.95981, 1.75556)
H (-7.97948, -3.37111, 0.93511)
H (-8.62015, -2.25319, -0.29123)
O (-1.75493, -9.69321, -9.24401)
S (-0.51152, -10.30728, -9.57300)
O (0.29284, -9.85091, -10.64257)
O (-0.76414, -11.88286, -9.73856)
C (0.06764, -12.60948, -8.82496)
C (0.26547, -11.67230, -7.65296)
O (0.38894, -10.37406, -8.24723)
H (1.01339, -12.82855, -9.32471)
H (-0.41109, -13.54106, -8.53366)
H (1.15041, -11.91232, -7.06985)
H (-0.60901, -11.66437, -6.99818)
O (4.26151, 3.98909, 2.99679)
S (5.20712, 4.32163, 1.99163)
O (5.53785, 3.43804, 0.93483)
O (6.56027, 4.75678, 2.74007)
C (6.91571, 6.09205, 2.34653)
C (5.59715, 6.76582, 2.01803)
O (4.81195, 5.74481, 1.37335)
H (7.56019, 6.03039, 1.46693)
H (7.44977, 6.59435, 3.14887)
H (5.71669, 7.61758, 1.36945)
H (5.07281, 7.07023, 2.92765)
O (6.84267, 9.14412, 2.08837)
S (7.08931, 9.59227, 3.41619)
O (8.17613, 9.11452, 4.18871)
O (5.73797, 9.41775, 4.26087)
C (5.32758, 10.68773, 4.79304)
C (5.85361, 11.70653, 3.80742)
O (7.13357, 11.19353, 3.40550)
H (5.78618, 10.81215, 5.77517)
H (4.24719, 10.72912, 4.89183)
H (5.95532, 12.69500, 4.24575)
H (5.21888, 11.76649, 2.92022)
O (3.86044, 13.58261, 8.65245)
S (3.26201, 13.00213, 7.50911)
O (3.90663, 12.98621, 6.24298)
O (1.79227, 13.62329, 7.33670)
C (0.81423, 12.57631, 7.34975)
C (1.42474, 11.48444, 8.20246)
O (2.81728, 11.49930, 7.86308)
H (0.66100, 12.23924, 6.32220)
H (-0.12665, 12.94104, 7.75402)
H (0.99191, 10.50771, 8.00280)
H (1.33243, 11.71145, 9.26675)

## Properties
SMILES: [H]/N=C(\N)NCCCC[C@]1(CCC(N)=O)[C@H](N(C)C(C)=O)[C@@](O)(CCF)OS(=O)(=O)[C@H]1Cc1ccccc1C.O=S1(=O)OCCO1.O=S1(=O)OCCO1.O=S1(=O)OCCO1.O=S1(=O)OCCO1.O=S1(=O)OCCO1.O=S1(=O)OCCO1
HOMO energy, eV: -8.517
LUMO energy, eV: 0.149

=====

2.
Entry from OMol25: a molecular structure, C37H65As2FeN7O4P2SSe (ωB97M-V with the def2-TZVPD basis set).

Element x y z (Å)
Fe (-1.21224, -0.26429, 0.12985)
C (1.86898, 0.93974, 4.30422)
As (1.32488, 1.33897, 2.45523)
C (3.13462, 1.62708, 1.76988)
C (0.81967, 3.20372, 2.84139)
C (1.76114, 4.22853, 2.91253)
C (1.39770, 5.54573, 3.16070)
C (0.07001, 5.87135, 3.35710)
C (-0.88710, 4.86757, 3.31623)
C (-0.51531, 3.55203, 3.05989)
As (-2.02300, 2.36499, 3.17778)
C (-3.63671, 3.37317, 3.04714)
C (-2.08724, 1.63229, 4.93396)
H (2.55092, 1.71316, 4.65747)
H (2.36335, -0.03074, 4.33707)
H (0.99896, 0.91203, 4.96007)
H (3.85100, 1.63870, 2.59242)
H (3.18494, 2.56090, 1.21582)
H (3.38427, 0.80900, 1.09758)
H (2.81130, 3.99718, 2.78482)
H (2.15831, 6.31687, 3.19737)
H (-0.22695, 6.89592, 3.54712)
H (-1.92025, 5.12967, 3.48133)
H (-4.45077, 2.66930, 3.20460)
H (-3.73989, 3.84193, 2.07562)
H (-3.60798, 4.09903, 3.85676)
H (-1.79717, 2.38382, 5.66342)
H (-1.42826, 0.77097, 4.98538)
H (-3.11337, 1.30676, 5.09605)
C (-1.76923, 5.22576, -0.25885)
N (-2.27667, 4.24101, -1.20070)
C (-3.25404, 4.47523, -2.13516)
C (-3.47716, 3.32739, -2.79168)
N (-2.61666, 2.35252, -2.25641)
C (-1.89257, 2.92141, -1.26078)
S (-0.71089, 2.24966, -0.21712)
C (-2.53473, 1.04402, -2.75042)
C (-3.06588, 0.76049, -4.03052)
C (-3.04032, -0.50691, -4.52595)
C (-2.47822, -1.54731, -3.71452)
C (-1.95129, -1.19210, -2.51089)
N (-1.90627, 0.07141, -1.99132)
H (-1.65590, 6.18297, -0.76464)
H (-0.80530, 4.89592, 0.11700)
H (-2.44941, 5.35025, 0.58700)
H (-3.71750, 5.44080, -2.25710)
H (-4.20734, 3.10484, -3.54605)
H (-3.46990, 1.55843, -4.63889)
H (-3.44331, -0.71921, -5.50817)
H (-2.47334, -2.58193, -4.03307)
H (-1.50896, -1.94883, -1.87638)
C (-0.56133, -5.43776, 2.08953)
C (-0.68796, -3.91753, 1.92810)
C (-0.34175, -3.23961, 3.26731)
C (-2.16049, -3.57278, 1.63335)
P (0.42016, -3.12889, 0.60958)
N (0.05423, -1.64249, 0.30688)
C (0.30158, -4.20049, -0.95799)
C (-1.18991, -4.50508, -1.20188)
C (0.79790, -3.34824, -2.14401)
C (1.05818, -5.53435, -0.94597)
C (2.21417, -3.20922, 1.22482)
C (3.12571, -2.87443, 0.02867)
C (2.41875, -2.07696, 2.24987)
C (2.69101, -4.52795, 1.84546)
H (-1.20289, -5.74950, 2.92044)
H (0.44990, -5.76545, 2.31948)
H (-0.90198, -5.97567, 1.20563)
H (-1.12167, -3.48676, 3.99247)
H (-0.30138, -2.15198, 3.16656)
H (0.60278, -3.59468, 3.67717)
H (-2.72606, -3.59384, 2.56998)
H (-2.63026, -4.28640, 0.95835)
H (-2.27396, -2.57918, 1.21071)
H (-1.83150, -3.64147, -1.03420)
H (-1.54379, -5.31309, -0.56307)
H (-1.32270, -4.82796, -2.23895)
H (0.50068, -2.31205, -1.97954)
H (0.34391, -3.71072, -3.07299)
H (1.88296, -3.39884, -2.25863)
H (0.78592, -6.15743, -0.09356)
H (2.14013, -5.40641, -0.94622)
H (0.79887, -6.09287, -1.85242)
H (2.75898, -1.99453, -0.50098)
H (3.21204, -3.70004, -0.67681)
H (4.13247, -2.65737, 0.39990)
H (1.77450, -1.23618, 2.00057)
H (3.46257, -1.74517, 2.22600)
H (2.20751, -2.39373, 3.26984)
H (2.53377, -5.39256, 1.20399)
H (2.21009, -4.71866, 2.80450)
H (3.76751, -4.45220, 2.03917)
O (-4.61097, 0.34068, 2.83310)
Se (-3.72797, 0.51345, 1.48820)
O (-4.01503, 1.84714, 0.61913)
O (-2.03074, 0.86145, 2.23176)
O (-3.33266, -0.80872, 0.61192)
C (2.74667, -0.21840, -4.05665)
N (1.32450, -0.06191, -3.53686)
C (0.57901, 0.95472, -4.40301)
N (1.29314, 2.18763, -4.45231)
C (2.65442, 1.97876, -4.93700)
N (3.40623, 1.04327, -4.09967)
C (3.65581, 1.60511, -2.75345)
P (2.10890, 2.01516, -1.76637)
C (1.31572, 0.37327, -2.09956)
C (1.26524, 2.91471, -3.17047)
H (2.67188, -0.65070, -5.05340)
H (3.25550, -0.90994, -3.38785)
H (0.83612, -0.95788, -3.59701)
H (-0.41091, 1.07651, -3.96255)
H (0.49316, 0.51251, -5.39420)
H (3.17409, 2.93408, -4.94903)
H (2.61298, 1.58860, -5.95438)
H (4.25422, 2.51055, -2.86693)
H (4.25884, 0.89551, -2.18215)
H (0.27627, 0.41331, -1.80317)
H (1.78628, -0.39608, -1.49366)
H (1.75315, 3.88101, -3.30931)
H (0.22859, 3.10552, -2.89042)

## Properties
Energy relative to the best compared isomer or geometry (same formula, charge and spin), eV: 3.012
Spin multiplicity: 6
HOMO energy (spin up / spin down), eV: -6.474 / -9.812
LUMO energy (spin up / spin down), eV: -2.204 / -2.220
Net charge: +1

=====

3.
Entry from OMol25: 11 unconnected molecules or ions with the total composition C37H65Cl20NO7 (ωB97M-V with the def2-TZVPD basis set).

Element x y z (Å)
C (1.97363, -3.43934, 0.59942)
C (0.88698, -3.38267, -0.63354)
C (-0.66090, -3.75454, -0.12781)
N (-1.14526, -2.85398, 0.98490)
C (-2.50843, -2.25721, 0.71689)
C (-2.62162, -0.72307, 1.37450)
O (-3.15928, 0.12764, 0.30980)
C (-2.47608, 1.42055, 0.19648)
C (-2.96031, 2.34698, 1.45858)
C (-4.61697, 2.46996, 1.52395)
O (-1.02765, 1.36124, -0.02747)
C (-0.24981, 1.92940, 1.08048)
C (1.35243, 1.60599, 0.72347)
C (1.57348, 0.02425, 0.35601)
C (2.37125, 2.03519, 1.96258)
C (2.05854, 1.25455, 3.37671)
C (3.96454, 1.70460, 1.60657)
O (-3.05210, 2.07452, -1.02636)
C (-2.61506, 1.38252, -2.24651)
O (-3.08036, 0.22647, -2.72530)
C (-1.45943, 2.14345, -3.16676)
C (0.15936, 2.01389, -2.94909)
C (1.23919, 2.83141, -3.87932)
C (0.68432, 3.81412, -5.07047)
C (-0.93960, 3.90454, -5.31916)
C (-2.03107, 3.09320, -4.39816)
O (-3.63927, -3.01505, 1.29680)
C (-4.28510, -3.86851, 0.28402)
C (-5.20270, -3.06595, -0.81245)
C (-6.74426, -2.76320, -0.34313)
O (-6.75502, -1.48554, 0.38877)
C (-8.17106, -1.08577, 0.45601)
O (-9.06627, -2.01532, 0.82073)
C (-8.67022, 0.43256, 0.08961)
C (-9.87482, 0.82093, 1.17769)
H (2.91429, -2.78006, 0.34067)
H (1.47838, -3.16772, 1.63494)
H (2.31357, -4.57861, 0.68398)
H (1.20409, -4.24899, -1.39128)
H (0.92020, -2.38787, -1.25898)
H (-0.60386, -4.88198, 0.24084)
H (-1.31668, -3.75399, -1.09628)
H (-1.29294, -3.49050, 1.82438)
H (-2.60319, -2.11562, -0.46457)
H (-1.57202, -0.42184, 1.78928)
H (-3.39012, -0.75538, 2.26472)
H (-2.64959, 1.86650, 2.50617)
H (-2.56164, 3.46076, 1.39046)
H (-4.98430, 1.71204, 2.34422)
H (-5.14935, 2.17776, 0.52373)
H (-4.92810, 3.56106, 1.80844)
H (-0.29866, 3.11600, 1.15190)
H (-0.42889, 1.40275, 2.12743)
H (1.67189, 2.23707, -0.21901)
H (2.69616, -0.25164, 0.07343)
H (1.28216, -0.67866, 1.26563)
H (0.91798, -0.31757, -0.55883)
H (2.30640, 3.20049, 2.20176)
H (1.32227, 1.93668, 3.99879)
H (3.02956, 1.09098, 4.05304)
H (1.52391, 0.22300, 3.23643)
H (3.98351, 1.52160, 0.43219)
H (4.69324, 2.55420, 1.95893)
H (4.29893, 0.66503, 2.08221)
H (0.58934, 1.31587, -2.09768)
H (2.38617, 2.69117, -3.62093)
H (1.46472, 4.42005, -5.70799)
H (-1.38170, 4.58849, -6.18628)
H (-3.20322, 3.18621, -4.57641)
H (-4.93586, -4.66570, 0.88356)
H (-3.39992, -4.40895, -0.30730)
H (-5.25094, -3.76213, -1.78136)
H (-4.70851, -2.01984, -1.10234)
H (-7.11379, -3.68932, 0.27008)
H (-7.38937, -2.67966, -1.34400)
H (-9.10032, 0.53920, -0.99635)
H (-7.73930, 1.14770, 0.26853)
H (-10.77151, 0.06408, 1.03956)
H (-9.47230, 0.76808, 2.29367)
H (-10.27337, 1.91168, 0.96050)
Cl (-5.51620, 3.16948, 4.73509)
C (-5.29782, 1.80726, 5.84046)
Cl (-4.72478, 0.37416, 4.97852)
H (-4.56399, 2.08141, 6.60229)
H (-6.25473, 1.57776, 6.31549)
Cl (6.55838, 0.28966, 4.07701)
C (7.76886, 0.93330, 2.96093)
Cl (7.08903, 1.15583, 1.34432)
H (8.12037, 1.89797, 3.33500)
H (8.60582, 0.23332, 2.90164)
Cl (-9.07048, -0.90623, -2.97623)
C (-10.71235, -1.21896, -3.55210)
Cl (-11.80445, 0.09771, -3.10627)
H (-10.69550, -1.31417, -4.64055)
H (-11.07476, -2.14827, -3.10596)
Cl (5.35212, 2.96386, -7.70570)
C (3.76710, 3.60759, -7.26016)
Cl (3.91174, 5.22137, -6.55315)
H (3.14245, 3.66577, -8.15486)
H (3.30434, 2.93940, -6.52984)
Cl (8.19146, -0.78291, -5.78322)
C (8.29281, 0.95803, -6.07311)
Cl (9.77783, 1.37361, -6.93746)
H (7.43350, 1.26959, -6.67192)
H (8.28215, 1.47967, -5.11302)
Cl (4.58368, 5.25370, -0.42468)
C (3.15998, 5.53303, -1.43474)
Cl (3.56182, 5.40051, -3.15115)
H (2.39810, 4.78918, -1.18921)
H (2.77417, 6.53586, -1.23608)
Cl (1.72122, -3.20067, 4.80042)
C (3.34373, -3.60863, 4.22927)
Cl (4.31773, -2.15327, 3.98768)
H (3.83254, -4.24482, 4.97115)
H (3.26253, -4.14397, 3.28016)
Cl (4.32544, -6.24785, 2.42001)
C (5.53592, -5.60420, 1.30393)
Cl (4.85609, -5.38167, -0.31268)
H (5.88743, -4.63954, 1.67800)
H (6.37288, -6.30419, 1.24464)
Cl (5.66042, -6.18623, 5.52647)
C (5.48966, -5.57824, 7.17764)
Cl (4.05126, -4.56285, 7.33608)
H (5.40391, -6.42596, 7.86180)
H (6.37249, -4.98667, 7.43190)
Cl (10.58176, 2.67477, -1.54279)
C (9.97479, 2.63970, -3.20277)
Cl (8.30047, 3.20164, -3.27989)
H (10.59712, 3.28945, -3.82292)
H (10.02360, 1.61450, -3.57772)

## Properties
Energy relative to the best compared isomer or geometry (same formula, charge and spin), eV: 10.596
SMILES: CCCN[C@H](CO[C@@](CC)(OC[C@H](C)C(C)C)OC(=O)c1ccccc1)OCCCOC(=O)CC.ClCCl.ClCCl.ClCCl.ClCCl.ClCCl.ClCCl.ClCCl.ClCCl.ClCCl.ClCCl
HOMO energy, eV: -8.663
LUMO energy, eV: 0.111

=====

no.,largest force on an atom (Eh/bohr),calculated total energy (eV)
1,0.08145,-186839.6469
2,0.02123,-308858.4467
3,0.16829,-305675.3135